[1]
This record from the OMol25 dataset describes the ion C4H10NOS with charge -1. The level of theory is ωB97M-V/def2-TZVPD.

Last column: natural (NBO) charge in e.
Atoms and positions in Å:
1 C 1.762 -1.505 1.733  -0.440
2 N 0.927 -0.216 1.690  -0.641
3 C 0.175 -0.197 0.374  -0.082
4 C 1.120 0.042 -0.813  -0.077
5 O 0.694 -0.786 -1.913  -0.778
6 C -0.915 0.953 0.536  -0.533
7 S -2.057 0.967 -0.818  -0.713
8 H 1.143 -2.265 2.199  0.185
9 H 1.815 -1.943 0.737  0.185
10 H 2.759 -1.372 2.061  0.182
11 H 1.442 0.515 1.937  0.341
12 H -0.366 -1.172 0.219  0.206
13 H 1.284 1.036 -1.145  0.171
14 H 2.148 -0.336 -0.543  0.145
15 H -0.277 -0.656 -2.030  0.497
16 H -0.516 1.909 0.662  0.171
17 H -1.410 0.863 1.476  0.181

Values from the calculation:
Kohn-Sham gap = 6.1213 eV
Spin multiplicity = 1
Energy relative to the best compared isomer or geometry (same formula, charge and spin) = 57.8 kcal/mol
Structure (SMILES) = CN[C@H](CO)C[S-]
Electronic energy = -686.572580 Eh
Total charge = -1
Highest occupied orbital energy = -2.457 eV

[2]
This record from the OMol25 dataset describes a cluster of 2 separate species, C4H9O3 in total. The level of theory is ωB97M-V/def2-TZVPD.

Last column: natural (NBO) charge in e.
Atoms and positions in Å:
1 O -2.907 0.211 1.148  -0.601
2 C -1.879 0.814 0.870  0.459
3 C -0.779 0.340 0.008  -0.575
4 C 0.597 0.318 0.620  -0.456
5 C 1.647 0.679 -0.627  0.023
6 O 1.080 1.376 -1.578  -0.897
7 H -1.764 1.856 1.253  0.084
8 H -0.632 1.134 -0.766  0.306
9 H -1.100 -0.496 -0.601  0.183
10 H 0.692 1.063 1.407  0.181
11 H 0.922 -0.660 1.009  0.167
12 H 2.442 1.192 -0.044  0.077
13 H 1.982 -0.350 -0.907  0.053
14 H 0.674 -2.491 -0.460  0.472
15 H -0.808 -2.153 -0.551  0.475
16 O -0.167 -2.833 -0.781  -0.952

Values from the calculation:
Kohn-Sham gap = 7.1800 eV
Spin multiplicity = 1
Energy relative to the best compared isomer or geometry (same formula, charge and spin) = 63.3 kcal/mol
Electronic energy = -383.505678 Eh
Total charge = -1
Highest occupied orbital energy = -3.257 eV

[3]
This record from the OMol25 dataset describes a structure of composition C38H47N2O8PPbS2Se2. The level of theory is ωB97M-V/def2-TZVPD.

Last column: Löwdin charge in e.
Atoms and positions in Å:
1 Pb 0.546 -0.400 -0.453  1.212
2 C -1.941 -3.303 -2.238  -0.365
3 Se 0.000 -3.296 -2.257  0.871
4 C 0.263 -4.773 -1.015  -0.557
5 C -0.511 -4.680 0.295  -0.560
6 Se -0.282 -3.045 1.332  0.879
7 C 1.632 -3.236 1.574  -0.385
8 H -2.318 -4.227 -2.670  0.038
9 H -2.258 -2.452 -2.832  -0.002
10 H -2.312 -3.169 -1.224  0.010
11 H 1.338 -4.801 -0.835  0.051
12 H -0.003 -5.700 -1.526  0.066
13 H -0.219 -5.506 0.946  0.067
14 H -1.582 -4.779 0.126  0.049
15 H 1.846 -4.247 1.915  0.035
16 H 1.912 -2.509 2.329  0.011
17 H 2.164 -3.029 0.646  0.015
18 C -0.944 -0.010 -2.216  -0.184
19 C -1.485 -0.038 -3.310  -0.143
20 C -1.930 -0.283 -4.650  -0.149
21 C -2.940 0.372 -5.263  -0.109
22 C -3.242 0.189 -6.677  -0.022
23 C -3.977 1.092 -7.339  -0.062
24 C -4.485 2.280 -6.666  -0.066
25 C -4.381 2.432 -5.346  -0.028
26 C -3.800 1.344 -4.498  -0.233
27 C -1.153 -1.373 -5.318  -0.210
28 C 0.227 -1.262 -5.466  -0.035
29 C 0.955 -2.289 -6.044  -0.082
30 C 0.315 -3.449 -6.459  -0.088
31 C -1.057 -3.573 -6.301  -0.074
32 C -1.789 -2.537 -5.737  -0.053
33 H -2.803 -0.649 -7.199  0.109
34 H -4.159 0.972 -8.399  0.103
35 H -4.953 3.053 -7.263  0.106
36 H -4.777 3.303 -4.844  0.104
37 H -3.243 1.736 -3.645  0.126
38 H 0.726 -0.365 -5.118  0.113
39 H 2.027 -2.190 -6.162  0.104
40 H 0.886 -4.257 -6.898  0.103
41 H -1.561 -4.478 -6.615  0.106
42 H -2.861 -2.631 -5.608  0.128
43 C -4.440 3.317 2.569  -0.036
44 C -2.961 3.565 2.672  -0.278
45 C -2.145 2.694 3.388  -0.032
46 C -0.774 2.891 3.477  -0.043
47 C -0.204 3.977 2.826  -0.265
48 C -0.999 4.865 2.112  -0.072
49 C -2.367 4.656 2.040  -0.047
50 S 1.522 4.376 3.006  0.623
51 O 1.945 4.883 1.721  -0.315
52 O 1.630 5.189 4.178  -0.268
53 N 2.346 3.012 3.267  -0.120
54 C 2.650 2.135 2.128  -0.219
55 C 2.817 0.692 2.596  -0.099
56 C 1.493 0.226 3.206  -0.677
57 O 1.264 0.594 4.369  -0.020
58 O 0.694 -0.402 2.443  -0.226
59 H -4.865 3.082 3.545  0.085
60 H -4.642 2.471 1.908  0.074
61 H -4.961 4.185 2.168  0.080
62 H -2.586 1.841 3.892  0.127
63 H -0.168 2.188 4.040  0.097
64 H -0.545 5.725 1.636  0.112
65 H -2.987 5.355 1.489  0.117
66 H 2.081 2.508 4.114  0.102
67 H 3.564 2.490 1.649  0.117
68 H 1.854 2.181 1.383  0.075
69 H 3.609 0.628 3.343  0.122
70 H 3.088 0.081 1.733  0.101
71 C 2.878 3.883 -1.299  -0.155
72 P 1.278 3.142 -1.607  0.575
73 C 1.237 2.623 -3.326  -0.162
74 C 0.068 4.450 -1.426  -0.142
75 O 1.005 1.993 -0.667  -0.545
76 H 3.070 4.690 -2.007  0.064
77 H 3.652 3.122 -1.402  0.064
78 H 2.885 4.278 -0.281  0.031
79 H 1.371 3.471 -3.998  0.062
80 H 0.278 2.139 -3.516  0.033
81 H 2.033 1.898 -3.502  0.061
82 H 0.271 5.276 -2.107  0.067
83 H 0.111 4.808 -0.396  0.035
84 H -0.923 4.045 -1.633  0.049
85 N -1.205 0.656 0.956  0.028
86 C -2.438 0.801 0.299  -0.323
87 C -3.260 -0.305 0.098  -0.018
88 C -4.322 -0.215 -0.780  -0.029
89 C -4.576 0.990 -1.422  -0.279
90 C -3.830 2.125 -1.136  -0.048
91 C -2.758 2.027 -0.271  -0.032
92 S -5.749 1.045 -2.721  0.635
93 O -6.748 0.050 -2.513  -0.248
94 O -4.901 0.508 -3.950  -0.180
95 O -6.099 2.416 -2.943  -0.264
96 H -0.769 1.543 1.188  0.076
97 H -1.148 0.055 1.779  0.079
98 H -3.017 -1.247 0.576  0.108
99 H -4.942 -1.075 -0.996  0.124
100 H -4.085 3.066 -1.605  0.122
101 H -2.144 2.890 -0.047  0.100

Values from the calculation:
Kohn-Sham gap = 7.5774 eV
Spin multiplicity = 1
Energy relative to the best compared isomer or geometry (same formula, charge and spin) = 20.4 kcal/mol
Electronic energy = -8321.096424 Eh
Highest occupied orbital energy = -8.197 eV

[4]
This record from the OMol25 dataset describes a cluster of 2 separate species, C3H6NS in total. The level of theory is ωB97M-V/def2-TZVPD.

Last column: natural (NBO) charge in e.
Atoms and positions in Å:
1 C -0.117 0.006 -0.877  -0.051
2 C 0.653 0.249 -1.946  -0.488
3 C -1.160 1.019 0.883  -0.023
4 N -1.187 0.777 -0.373  -0.461
5 H 0.109 -0.880 -0.246  0.259
6 H 0.650 1.219 -2.441  0.173
7 H 1.314 -0.505 -2.351  0.195
8 H -2.078 1.135 1.458  0.157
9 H -0.209 0.948 1.414  0.185
10 S 0.930 -1.421 1.888  -1.041
11 H 1.095 -2.548 2.590  0.097

Values from the calculation:
Kohn-Sham gap = 7.1590 eV
Spin multiplicity = 1
Energy relative to the best compared isomer or geometry (same formula, charge and spin) = 10.3 kcal/mol
Electronic energy = -570.818737 Eh
Total charge = -1
Highest occupied orbital energy = -2.922 eV

[5]
This record from the OMol25 dataset describes a cluster of 2 separate species, C3H2INS in total. The level of theory is ωB97M-V/def2-TZVPD.

Last column: natural (NBO) charge in e.
Atoms and positions in Å:
1 C 0.077 -1.286 0.102  -0.509
2 C 0.888 2.028 -0.303  0.104
3 C -1.149 -0.798 0.283  -0.087
4 N 0.047 1.961 0.478  -0.347
5 S 1.685 -1.016 0.103  -0.164
6 I -3.103 -0.565 0.065  0.428
7 H -0.241 -2.290 0.155  0.327
8 H 1.796 1.967 -0.883  0.248

Values from the calculation:
Kohn-Sham gap (spin up / spin down) = 6.8226 / 6.8234 eV
Spin multiplicity = 1
Energy relative to the best compared isomer or geometry (same formula, charge and spin) = 100.1 kcal/mol
Electronic energy = -865.969078 Eh
Highest occupied orbital energy (spin up / spin down) = -8.072 / -8.072 eV

[6]
This record from the OMol25 dataset describes a structure of composition C7H8CoN2O4S. The level of theory is ωB97M-V/def2-TZVPD.

Last column: natural (NBO) charge in e.
Atoms and positions in Å:
1 Co 0.534 -1.354 -2.373  0.564
2 O -0.208 2.943 -1.665  -0.407
3 C 0.056 1.840 -1.485  0.433
4 C 2.283 -1.297 -2.607  0.462
5 O 3.444 -1.411 -2.721  -0.296
6 C -1.147 -1.867 -2.464  0.459
7 O -2.204 -2.363 -2.491  -0.302
8 C 0.358 -0.631 -4.102  0.456
9 O 0.279 -0.304 -5.202  -0.292
10 C 0.348 1.903 1.663  -0.451
11 N 0.858 0.576 1.210  -0.529
12 C 0.119 -0.452 0.850  0.328
13 S 0.651 -1.520 -0.358  0.197
14 N -1.055 -0.686 1.495  -0.522
15 C -1.250 -0.384 2.932  -0.456
16 H -0.750 1.834 1.910  0.242
17 H 0.482 2.698 0.871  0.243
18 H 0.902 2.252 2.585  0.265
19 H 1.784 0.663 0.756  0.433
20 H -1.541 -1.485 1.209  0.420
21 H -2.198 0.208 3.100  0.255
22 H -1.356 -1.354 3.524  0.260
23 H -0.390 0.192 3.362  0.238

Values from the calculation:
Kohn-Sham gap (spin up / spin down) = 7.9938 / 6.7095 eV
Spin multiplicity = 4
Energy relative to the best compared isomer or geometry (same formula, charge and spin) = 3.4 kcal/mol
Electronic energy = -2462.217836 Eh
Total charge = +2
Highest occupied orbital energy (spin up / spin down) = -16.929 / -17.902 eV

Number 2 is which compound?
C4H9O3